{
  "formula": "C18H28CoN2O2P2",
  "method": "ωB97M-V/def2-TZVPD",
  "symbols": ["O", "H", "H", "C", "C", "H", "H", "H", "H", "H", "H", "C", "H", "C", "C", "P", "H", "C", "H", "C", "C", "C", "H", "H", "H", "C", "H", "H", "Co", "C", "O", "H", "C", "C", "H", "C", "H", "H", "C", "H", "C", "P", "C", "H", "H", "H", "N", "H", "N", "H", "C", "H", "H"],
  "coordinates": [[5.71, 1.66, -0.59], [5.91, 0.12, 0.79], [-2.93, -2.32, 2.11], [0.74, 1.77, -0.26], [-3.26, -2.36, 1.07], [-4.94, -0.85, -0.92], [-3.82, 0.31, -1.66], [-4.34, -2.53, 1.07], [1.86, -2.52, -0.34], [-0.52, -3.96, -1.99], [-3.01, 0.67, 2.30], [5.54, 0.31, -0.23], [-0.43, -2.74, 2.59], [-0.03, 4.03, -0.50], [2.23, -1.51, -0.28], [-2.88, -0.74, 0.31], [-2.59, -4.41, 0.75], [4.07, 0.01, -0.25], [1.00, 6.30, 1.04], [0.29, 5.51, -0.60], [-2.51, -3.43, 0.29], [1.79, 0.74, -0.21], [1.02, -3.37, 1.80], [-2.17, 4.18, -0.73], [6.06, -0.37, -0.90], [-3.67, 0.44, 1.46], [1.01, -4.04, -1.12], [0.64, 5.71, -1.62], [-0.62, -0.65, -0.06], [3.59, -1.29, -0.30], [1.35, 5.84, 0.28], [-4.58, -0.01, 1.84], [-1.52, 2.17, -0.48], [1.01, 3.12, -0.34], [-0.60, 6.11, -0.44], [-1.32, 3.53, -0.58], [-0.31, -5.12, -0.66], [2.03, 3.49, -0.28], [-0.07, -4.12, -1.01], [4.26, -2.14, -0.36], [-0.07, -3.41, 1.81], [-0.75, -2.93, 0.19], [-3.90, -0.67, -1.19], [-2.89, -3.52, -0.73], [6.65, 1.87, -0.66], [-2.51, 1.77, -0.56], [-0.53, 1.29, -0.30], [-3.94, 1.37, 0.96], [1.32, -0.53, -0.23], [3.48, 2.06, -0.20], [3.14, 1.04, -0.21], [-3.58, -1.42, -1.91], [-0.37, -4.43, 2.05]],
  "charge": 2,
  "homo_ev": [-15.185, -15.182],
  "multiplicity": 2,
  "gap_ev": [8.8, 8.7]
}

***

{
  "formula": "C5H10N",
  "method": "ωB97M-V/def2-TZVPD",
  "symbols": ["C", "H", "H", "H", "H", "H", "H", "C", "C", "H", "H", "C", "N", "H", "H", "C"],
  "coordinates": [[0.42, -2.34, 0.17], [1.39, -4.23, 0.19], [0.83, 4.76, -0.32], [-0.36, -4.19, -0.41], [-1.39, 0.01, -0.71], [-0.23, 1.88, -0.07], [-1.63, -1.99, 0.19], [0.16, 3.92, -0.36], [-0.59, -0.24, -0.01], [1.34, -1.76, 0.25], [-0.89, 4.21, -0.41], [0.45, -3.69, 0.10], [-0.70, -1.61, -0.01], [-0.73, 0.18, 0.99], [1.39, 2.41, 0.49], [0.52, 2.67, -0.10]],
  "charge": 1,
  "homo_ev": -13.109,
  "multiplicity": 1,
  "gap_ev": 5.1
}

***

In kcal/mol, the ΔE to the lowest compared entry with this formula, charge and spin values for the records above are, in order, 0.0, 142.5.
In eV/Å, the largest force on an atom values for the records above are, in order, 0.68, 5.27.
In eV, the total energy values for the records above are, in order, -82388.427, -6824.022.